(1)
Here is a structure of composition C7H4FeO5 at a distorted geometry from the Open Molecules 2025 dataset. Energies are from ωB97M-V/def2-TZVPD.

The geometry in XYZ format:
```
17
Properties=species:S:1:pos:R:3
O 2.9983 0.2520 1.2855
C -0.0096 0.0898 -3.1267
H -0.9253 -1.8086 -2.8322
O 0.0053 -2.5857 2.1069
H 0.9154 -1.8056 -2.8553
H 0.9160 0.5834 -3.4370
Fe -0.0021 0.2098 1.1043
C -0.0062 -1.2522 -2.8030
O -2.9962 0.2561 1.3675
C -1.8489 0.1692 1.3169
C -0.0047 2.0584 0.9344
C 0.0040 -1.4775 1.7379
H -0.9379 0.5881 -3.4149
O -0.0097 3.2063 0.7336
C 1.8538 0.1673 1.2675
C 0.0182 0.5377 2.7378
O 0.0297 0.8113 3.8768
```

Summary:
HOMO-LUMO gap (spin up / spin down), Eh: 0.24267 / 0.11249
Calculated total energy, a.u.: -1908.0454
⟨S²⟩: 6.05
Energy relative to the best compared isomer or geometry (same formula, charge and spin), eV: 2.297
Spin multiplicity: 5
Charge: +2

Taken from the natural (NBO) analysis, the atomic charges in e are:
1 O -0.224
2 C -0.359
3 H 0.218
4 O -0.224
5 H 0.219
6 H 0.222
7 Fe 0.676
8 C -0.373
9 O -0.224
10 C 0.473
11 C 0.473
12 C 0.457
13 H 0.221
14 O -0.221
15 C 0.474
16 C 0.413
17 O -0.220

=====

(2)
Here is a structure of composition C4H3BrClNS at a distorted geometry from the Open Molecules 2025 dataset. Energies are from ωB97M-V/def2-TZVPD.

The geometry in XYZ format:
```
11
Properties=species:S:1:pos:R:3
Cl -0.8711 0.1825 2.2297
S 1.5581 2.1546 -0.5246
C -1.2794 -2.1429 -1.2108
N 0.9613 0.7267 -1.1793
H -1.8434 -2.7831 -0.4769
C 0.0107 0.8645 0.9480
H 0.8510 2.5880 1.7538
C 0.0831 0.3023 -0.3201
Br 0.2282 -3.0710 -1.7466
C 0.7280 2.0272 0.9401
H -0.4265 -0.8489 -0.4133
```

Summary:
HOMO-LUMO gap (spin up / spin down), Eh: 0.27828 / 0.27723
Calculated total energy, a.u.: -3641.1790
Energy relative to the best compared isomer or geometry (same formula, charge and spin), eV: 4.268

Taken from the natural (NBO) analysis, the atomic charges in e are:
1 Cl 0.050
2 S 0.646
3 C -0.276
4 N -0.563
5 H 0.126
6 C -0.169
7 H 0.234
8 C 0.051
9 Br 0.137
10 C -0.420
11 H 0.183

=====

(3)
Here is a structure of composition C10H7N3O6Ti at a distorted geometry from the Open Molecules 2025 dataset. Energies are from ωB97M-V/def2-TZVPD.

The geometry in XYZ format:
```
27
Properties=species:S:1:pos:R:3
O 2.2092 1.8799 -0.1551
C -0.4661 0.0537 -3.4001
H 2.0696 -0.2282 5.4562
C -1.8240 -1.3628 -0.0666
C 0.9248 -1.4741 -0.0185
H -3.1737 0.4113 3.8077
O 0.0781 -0.0058 -4.4044
Ti -0.3256 0.0464 0.8161
H -0.3705 0.0804 6.2264
C -2.5571 0.3429 4.7088
O -2.0454 2.7564 -0.1002
N -1.1544 0.1615 4.3441
C 1.5241 -0.1758 3.4105
C -0.8561 0.1098 3.0752
N 0.4415 -0.0487 2.6107
H 2.8293 -0.3523 1.7566
H 3.5484 -0.4313 3.3623
N 2.7175 -0.3273 2.7873
C -0.0735 0.0356 5.1813
O 1.6912 -2.3451 -0.1411
O -1.7906 0.2121 2.1882
O -2.6462 -2.1800 -0.0736
C 1.2278 -0.1290 4.7652
C 1.2563 1.2187 -0.0261
H -2.8634 -0.5200 5.3088
C -1.4372 1.7708 -0.0818
H -2.6375 1.2677 5.2892
```

Summary:
HOMO-LUMO gap (spin up / spin down), Eh: 0.23769 / 0.24400
Calculated total energy, a.u.: -1849.3344
⟨S²⟩: 0.75
Spin multiplicity: 2
Charge: +3

Taken from the natural (NBO) analysis, the atomic charges in e are:
1 O -0.233
2 C 0.433
3 H 0.307
4 C 0.567
5 C 0.552
6 H 0.273
7 O -0.391
8 Ti 0.896
9 H 0.290
10 C -0.439
11 O -0.237
12 N -0.318
13 C 0.515
14 C 0.778
15 N -0.650
16 H 0.422
17 H 0.466
18 N -0.691
19 C 0.195
20 O -0.234
21 O -0.600
22 O -0.238
23 C -0.320
24 C 0.552
25 H 0.270
26 C 0.566
27 H 0.269

=====

(4)
Here is a cluster of 7 separate species, C2H18N4O7 in total at a distorted geometry from the Open Molecules 2025 dataset. Energies are from ωB97M-V/def2-TZVPD.

The geometry in XYZ format:
```
31
Properties=species:S:1:pos:R:3
C 1.3021 -1.4241 -2.3501
H 0.3755 -0.3440 -3.8605
H -0.1637 0.9226 1.0202
H 0.6844 1.4068 2.2007
H 1.7791 2.2315 0.3144
H -2.1434 -0.8251 2.4006
O 2.4334 2.7282 -0.2205
O 0.7377 1.1736 1.2642
H 2.7770 -0.7437 3.6339
H -1.9955 0.5917 -1.7884
H 0.7910 -2.0157 -4.2166
H -2.8951 -2.2305 -3.4464
H 0.7819 0.4972 -1.9090
O 1.7609 -2.5130 -2.0259
H 3.2870 2.5136 0.1687
O 0.8486 1.5681 4.4488
H -3.2716 -0.2101 1.5743
H -2.0953 -0.0835 -0.1569
H 1.7846 -0.1706 -0.7287
O 3.0388 -0.0696 4.2691
O -2.3089 -0.2579 1.6394
N -2.3147 -0.1129 -1.1489
H -2.0476 -0.8054 -3.5758
N 0.8434 -1.1963 -3.6361
N -2.7695 -1.2983 -3.0775
H 0.0832 1.4671 5.0276
N 1.3130 -0.2933 -1.6066
O -3.0094 -2.2393 -0.9854
C -2.6880 -1.2873 -1.6976
H 0.8076 2.4840 4.1434
H 2.2736 0.5365 4.3256
```

Summary:
HOMO-LUMO gap, Eh: 0.35211
Calculated total energy, a.u.: -832.7740
Energy relative to the best compared isomer or geometry (same formula, charge and spin), eV: 1.012

Taken from the natural (NBO) analysis, the atomic charges in e are:
1 C 0.771
2 H 0.372
3 H 0.494
4 H 0.491
5 H 0.488
6 H 0.493
7 O -0.977
8 O -0.966
9 H 0.463
10 H 0.371
11 H 0.409
12 H 0.400
13 H 0.375
14 O -0.646
15 H 0.466
16 O -0.958
17 H 0.493
18 H 0.426
19 H 0.421
20 O -0.965
21 O -0.963
22 N -0.855
23 H 0.369
24 N -0.862
25 N -0.845
26 H 0.494
27 N -0.840
28 O -0.659
29 C 0.769
30 H 0.487
31 H 0.483

=====

(5)
Here is an isolated molecule of CH5N3O at a distorted geometry from the Open Molecules 2025 dataset. Energies are from ωB97M-V/def2-TZVPD.

The geometry in XYZ format:
```
10
Properties=species:S:1:pos:R:3
N -0.8547 -0.6640 0.0092
H 0.8407 2.0095 -0.1881
N 1.3449 -0.4951 -0.2773
H -1.7510 0.9491 -0.1362
N 0.0562 1.4711 0.0019
H -1.0702 -1.5107 0.5576
H 2.0405 -0.3712 0.5794
C 0.2404 0.1632 -0.0556
H 1.1846 -1.5410 -0.2927
O -2.0312 -0.0109 -0.1982
```

Summary:
HOMO-LUMO gap, Eh: 0.33959
Calculated total energy, a.u.: -280.5265
Energy relative to the best compared isomer or geometry (same formula, charge and spin), eV: 2.123

Taken from the natural (NBO) analysis, the atomic charges in e are:
1 N -0.357
2 H 0.358
3 N -0.797
4 H 0.498
5 N -0.824
6 H 0.397
7 H 0.385
8 C 0.537
9 H 0.380
10 O -0.577

=====

(6)
Here is an isolated molecule of C5H7NO at a distorted geometry from the Open Molecules 2025 dataset. Energies are from ωB97M-V/def2-TZVPD.

The geometry in XYZ format:
```
14
Properties=species:S:1:pos:R:3
H 1.2469 1.5426 -0.7599
O 1.6234 -1.0632 1.1099
C -1.0984 -0.8894 0.6761
H -0.5416 -1.0859 1.5891
H -0.9419 -1.7238 -0.0112
H -2.1741 -0.9161 0.9478
N -2.3121 1.0043 -1.9242
H 2.9536 0.2774 0.4432
C -0.5503 0.4420 -0.0102
C 0.9154 0.4961 -0.5805
C 1.9169 -0.1346 0.3974
H 0.9967 -0.0013 -1.5519
C -1.5721 0.8129 -1.0470
H -0.4624 1.2391 0.7214
```

Summary:
HOMO-LUMO gap, Eh: 0.40095
Calculated total energy, a.u.: -324.6777
Energy relative to the best compared isomer or geometry (same formula, charge and spin), eV: 1.274

Taken from the natural (NBO) analysis, the atomic charges in e are:
1 H 0.230
2 O -0.514
3 C -0.594
4 H 0.240
5 H 0.216
6 H 0.225
7 N -0.329
8 H 0.122
9 C -0.307
10 C -0.498
11 C 0.438
12 H 0.248
13 C 0.286
14 H 0.238

=====

(7)
Here is a structure of composition C3H3LiMgNaO3 at a distorted geometry from the Open Molecules 2025 dataset. Energies are from ωB97M-V/def2-TZVPD.

The geometry in XYZ format:
```
12
Properties=species:S:1:pos:R:3
H 1.6673 -0.5340 -2.1173
C -0.0888 0.1362 1.3907
O 0.0767 -0.7351 -0.8250
H -0.5861 0.7010 2.1857
O 1.2468 -0.1855 1.5788
H 0.4692 0.7574 -2.2305
C 1.0462 0.1471 -1.5156
Na -4.1452 0.4000 0.7270
O -1.9124 0.1816 -0.1942
C -0.6931 -0.0482 0.1218
Li 0.9953 -1.8487 0.6621
Mg 1.9241 1.0283 0.2165
```

Summary:
HOMO-LUMO gap, Eh: 0.21401
Calculated total energy, a.u.: -711.5637
Energy relative to the best compared isomer or geometry (same formula, charge and spin), eV: 0.000
Charge: +1

Taken from the natural (NBO) analysis, the atomic charges in e are:
1 H 0.191
2 C -0.286
3 O -0.664
4 H 0.177
5 O -1.104
6 H 0.202
7 C -0.686
8 Na 0.988
9 O -0.882
10 C 0.527
11 Li 0.959
12 Mg 1.578